Entry 1:
Formula: C4H16NO3
Source: the OMol25 dataset
Level of theory: ωB97M-V/def2-TZVPD

Results
E in eV: -12032.236
Strongest force on any atom in hartree/bohr: 0.080
Energy relative to the best compared isomer or geometry (same formula, charge and spin) in kcal per mole: 55.27
Charge: +1
Multiplicity: 1
LUMO in eV: -2.94

```
24
Properties=species:S:1:pos:R:3:forces:R:3
C -0.261454 1.304732 -0.633947 0.4992 2.7502 -2.2382
O -1.577267 1.787306 -0.977241 0.2877 0.8801 -0.8280
C -0.541073 -0.043861 -0.055868 -0.8260 0.3355 -1.1443
C 0.624625 -0.942338 -0.188106 3.2993 -1.1795 1.3334
C 0.827232 -2.101939 0.791465 1.7932 -0.0531 3.2626
N -1.145016 0.212486 1.331797 0.7699 0.0441 -0.9719
H 0.501866 1.541022 -1.489392 -1.5452 -1.9367 0.8700
H 0.234604 2.023556 0.026672 -0.6121 -0.2709 1.0226
H -1.606267 2.166872 -1.888088 0.1636 -0.4710 1.2105
H -1.414905 -0.401799 -0.609629 0.4031 -0.1943 -0.0154
H 0.665150 -1.412758 -1.148214 -0.2565 0.4787 -0.9070
H 1.661327 -0.392640 -0.074994 -2.2109 -0.4983 -0.3716
H 0.682259 -1.685204 1.843482 0.0659 -0.5471 -0.9129
H 0.332500 -3.099417 0.833542 -0.1855 0.9762 -0.9181
H 1.957417 -2.328883 0.857164 -1.7682 0.1531 -0.4178
H -0.363110 0.526440 1.900723 0.1144 0.4705 0.6584
H -1.478657 -0.682875 1.677017 -0.4060 0.1718 0.3373
H -1.882147 0.952049 1.228031 0.6577 -0.8864 0.2377
H 2.155971 2.138941 2.752666 -2.2519 -2.2247 -2.5137
H 2.092180 1.579359 1.214551 -0.9375 0.0011 1.8938
O 1.557917 1.551145 2.073997 3.0698 2.0788 0.6660
H -1.300027 -0.463448 -3.721955 2.1202 0.2258 1.8078
H -1.077514 -1.553329 -2.800233 0.9579 0.4975 0.4140
O -0.645603 -0.675411 -2.943433 -3.2021 -0.8016 -2.4752
```
Positions in Å, forces in eV/Å.

natural (NBO) population analysis, charges in e, atoms 1 to 4: atom 1 (C): -0.111, atom 2 (O): -0.761, atom 3 (C): -0.081, atom 4 (C): -0.436

Entry 2:
Formula: C5H11N2
Source: the OMol25 dataset
Level of theory: ωB97M-V/def2-TZVPD

Results
E in eV: -8334.488
Strongest force on any atom in hartree/bohr: 0.014
Energy relative to the best compared isomer or geometry (same formula, charge and spin) in kcal per mole: 60.67
Charge: +1
Multiplicity: 1
LUMO in eV: -3.13

```
18
Properties=species:S:1:pos:R:3:forces:R:3
C 3.493608 -0.674819 -0.098887 -0.2862 0.5446 0.4106
C -2.232327 -1.267094 0.316280 -0.0451 -0.0364 0.1287
C 3.061451 0.107405 0.700771 0.3522 -0.4528 -0.2494
C -1.851542 0.176645 0.330313 0.4248 -0.0775 -0.0569
C -0.713515 0.697806 -0.112732 -0.0530 -0.1202 0.0391
N -0.379799 2.022751 -0.296940 0.3806 0.1163 -0.1874
N 0.345174 -0.189546 -0.680063 -0.3634 0.0040 0.1571
H 3.898250 -1.335030 -0.811155 0.2222 -0.4077 -0.3977
H -3.309330 -1.353027 0.194233 -0.0057 -0.0992 -0.0677
H -1.771822 -1.836602 -0.493087 -0.0469 -0.0951 -0.0281
H -1.978232 -1.739738 1.266200 -0.0284 -0.0905 -0.0082
H 2.759046 0.760484 1.469348 -0.1168 0.3897 0.4276
H -2.578066 0.854441 0.752198 0.0228 0.2072 0.0291
H -1.083193 2.686369 -0.016270 -0.0170 0.0438 0.0108
H 0.558976 2.310247 -0.047140 -0.1939 0.0121 0.0883
H -0.003947 -1.157691 -0.641340 0.3007 0.2765 -0.0775
H 1.271587 -0.142304 -0.174091 -0.5605 -0.1031 -0.3596
H 0.513675 0.079709 -1.657634 0.0134 -0.1116 0.1411
```
Positions in Å, forces in eV/Å.

natural (NBO) population analysis, charges in e, atoms 1 to 4: atom 1 (C): -0.169, atom 2 (C): -0.653, atom 3 (C): -0.300, atom 4 (C): -0.224

Copy entry 2 word for word.
Formula: C5H11N2
Source: the OMol25 dataset
Level of theory: ωB97M-V/def2-TZVPD

Results
E in eV: -8334.488
Strongest force on any atom in hartree/bohr: 0.014
Energy relative to the best compared isomer or geometry (same formula, charge and spin) in kcal per mole: 60.67
Charge: +1
Multiplicity: 1
LUMO in eV: -3.13

```
18
Properties=species:S:1:pos:R:3:forces:R:3
C 3.493608 -0.674819 -0.098887 -0.2862 0.5446 0.4106
C -2.232327 -1.267094 0.316280 -0.0451 -0.0364 0.1287
C 3.061451 0.107405 0.700771 0.3522 -0.4528 -0.2494
C -1.851542 0.176645 0.330313 0.4248 -0.0775 -0.0569
C -0.713515 0.697806 -0.112732 -0.0530 -0.1202 0.0391
N -0.379799 2.022751 -0.296940 0.3806 0.1163 -0.1874
N 0.345174 -0.189546 -0.680063 -0.3634 0.0040 0.1571
H 3.898250 -1.335030 -0.811155 0.2222 -0.4077 -0.3977
H -3.309330 -1.353027 0.194233 -0.0057 -0.0992 -0.0677
H -1.771822 -1.836602 -0.493087 -0.0469 -0.0951 -0.0281
H -1.978232 -1.739738 1.266200 -0.0284 -0.0905 -0.0082
H 2.759046 0.760484 1.469348 -0.1168 0.3897 0.4276
H -2.578066 0.854441 0.752198 0.0228 0.2072 0.0291
H -1.083193 2.686369 -0.016270 -0.0170 0.0438 0.0108
H 0.558976 2.310247 -0.047140 -0.1939 0.0121 0.0883
H -0.003947 -1.157691 -0.641340 0.3007 0.2765 -0.0775
H 1.271587 -0.142304 -0.174091 -0.5605 -0.1031 -0.3596
H 0.513675 0.079709 -1.657634 0.0134 -0.1116 0.1411
```
Positions in Å, forces in eV/Å.

natural (NBO) population analysis, charges in e, atoms 1 to 4: atom 1 (C): -0.169, atom 2 (C): -0.653, atom 3 (C): -0.300, atom 4 (C): -0.224